Entry 1:
{"formula": "C13H21BClNO4", "method": "wB97M-V/def2-TZVPD", "symbols": ["C", "N", "C", "C", "Cl", "H", "H", "H", "H", "H", "H", "H", "C", "C", "C", "C", "C", "B", "O", "C", "C", "C", "C", "O", "C", "O", "O", "H", "H", "H", "H", "H", "H", "H", "H", "H", "H", "H", "H", "H", "H"], "positions_angstrom": [[0.8758, 2.3268, -1.9751], [-0.2973, 2.0385, -1.1409], [-0.6979, 3.0401, -0.1414], [-1.0996, 1.0671, -1.5280], [-2.6520, 0.8771, -0.8689], [1.6226, 2.8733, -1.3945], [1.3087, 1.3961, -2.3402], [0.5686, 2.9480, -2.8266], [0.1678, 3.6797, 0.0574], [-1.5477, 3.6382, -0.5161], [-0.9733, 2.5351, 0.7879], [-0.9809, 0.7522, -2.5720], [-2.8614, -2.0187, -3.6945], [-2.1054, -2.1758, -2.4633], [-2.2902, -3.0168, -1.3819], [-1.5891, -2.4096, -0.3030], [-0.8900, -1.2993, -0.7793], [0.2309, -0.6273, 0.3906], [-0.5549, 0.1455, 1.3826], [0.2106, 0.4073, 2.5438], [1.6745, -0.0498, 2.3186], [2.6053, 0.3733, 3.4442], [2.2286, 0.4769, 0.9661], [1.3377, 0.1641, -0.1135], [1.6250, -1.5942, 2.0666], [0.7569, -1.8983, 1.0103], [-1.1374, -1.2467, -2.1316], [-3.1904, -2.9960, -4.0612], [-3.7795, -1.4377, -3.5236], [-2.2855, -1.5198, -4.4731], [-2.8633, -3.9384, -1.3825], [-1.5172, -2.7835, 0.7098], [0.2104, 1.4863, 2.7716], [-0.2088, -0.1237, 3.4260], [3.6163, -0.0016, 3.2200], [2.6381, 1.4703, 3.5165], [2.2846, -0.0255, 4.4211], [2.4480, 1.5593, 1.0172], [3.1761, -0.0537, 0.7693], [2.6543, -1.9291, 1.8067], [1.2814, -2.1098, 2.9843]], "forces_ev_per_a": [[0.113, 0.043, -0.310], [-1.573, -0.859, -0.628], [0.260, -0.181, 0.468], [0.043, 3.131, -0.350], [0.151, 0.608, -0.106], [-0.186, -0.278, 0.004], [-0.058, 0.083, 0.212], [0.019, -0.019, 0.199], [-0.274, -0.126, -0.105], [0.403, -0.314, 0.078], [-0.030, -0.057, -0.176], [0.318, -0.629, 0.997], [-0.471, 0.004, -0.968], [1.071, -1.058, 2.038], [0.000, 1.159, -0.785], [0.716, 0.609, -0.215], [0.435, -2.085, 1.696], [-0.465, -1.549, -0.554], [-0.025, 0.050, -0.160], [0.636, -0.160, -0.203], [-0.116, -0.583, -0.589], [-0.034, -0.279, -0.015], [-0.373, -0.283, -0.069], [0.443, 0.572, 0.244], [0.307, 0.351, 0.549], [-0.279, 0.961, -0.108], [-0.963, -0.187, -0.618], [0.119, 0.121, -0.037], [0.198, 0.029, -0.047], [0.024, -0.044, -0.099], [-0.080, 0.361, 0.067], [0.009, 0.148, -0.193], [-0.118, -0.032, -0.010], [0.156, 0.195, -0.350], [-0.198, 0.176, 0.246], [0.058, -0.247, 0.012], [0.119, 0.086, -0.340], [-0.211, -0.105, -0.115], [-0.048, 0.297, 0.162], [-0.336, 0.007, 0.335], [0.242, 0.083, -0.153]], "homo_ev": -7.25, "de_lowest_kj_mol": 25.2, "mol_weight_g_mol": 301.58, "lumo_ev": -0.73}



Entry 2:
{"formula": "C4H56BO36", "method": "wB97M-V/def2-TZVPD", "symbols": ["O", "C", "O", "B", "O", "C", "O", "O", "C", "O", "C", "O", "O", "O", "H", "H", "O", "H", "H", "O", "H", "H", "O", "H", "H", "O", "H", "H", "O", "H", "H", "O", "H", "H", "O", "H", "H", "O", "H", "H", "O", "H", "H", "O", "H", "H", "O", "H", "H", "O", "H", "H", "O", "H", "H", "O", "H", "H", "O", "H", "H", "O", "H", "H", "O", "H", "H", "O", "H", "H", "O", "H", "H", "O", "H", "H", "O", "H", "H", "O", "H", "H", "O", "H", "H", "O", "H", "H", "O", "H", "H", "O", "H", "H", "O", "H", "H"], "positions_angstrom": [[-1.2358, -1.9695, -1.6944], [-0.6588, -1.3005, -0.8874], [0.1582, -0.4095, -1.1474], [0.5592, 0.1495, 0.1306], [0.0892, -0.8285, 1.0996], [-0.6148, -1.6515, 0.5266], [-1.3818, -2.4095, 1.1256], [0.0512, 1.5435, 0.3706], [1.0642, 2.2235, 0.5436], [1.0082, 3.4035, 0.8916], [2.2332, 1.4465, 0.4426], [1.9932, 0.2615, 0.1486], [3.3912, 1.8405, 0.6016], [4.8092, -0.5765, -0.5314], [5.5242, -0.6475, 0.0916], [4.0242, -0.4255, -0.0084], [-2.9048, 0.9075, 0.1956], [-2.4918, 1.1525, -0.5924], [-3.8488, 0.7425, -0.0064], [-0.9298, -2.0245, 4.1066], [-1.7488, -1.8395, 3.7286], [-0.4208, -2.3525, 3.3526], [0.0372, -0.3585, -3.8924], [0.2182, 0.0265, -3.0064], [0.3342, 0.2095, -4.5704], [-0.6718, 5.3795, 1.4066], [-0.2918, 6.0535, 0.8786], [-0.1398, 4.6535, 1.1876], [3.7672, 4.8495, 2.1676], [4.7312, 4.6755, 2.2726], [3.3402, 4.0355, 2.2936], [-3.7948, -1.0245, -2.4924], [-3.9488, -1.2185, -1.5784], [-4.6118, -0.6305, -2.8774], [-2.0848, 2.9675, 2.0176], [-1.9568, 2.2105, 1.4986], [-2.4708, 3.4925, 1.3366], [-3.1308, -0.4335, 2.7016], [-3.7018, 0.2345, 3.0856], [-2.7838, -0.2495, 1.8606], [3.3022, -1.8285, 2.0316], [2.8652, -1.1075, 2.4216], [2.9672, -1.8375, 1.1616], [-2.0838, -1.9505, -5.0834], [-1.3518, -1.7715, -5.7014], [-1.8538, -1.3795, -4.3824], [2.1422, 6.2295, 0.6326], [2.4462, 5.6335, -0.0384], [2.6392, 5.8955, 1.3846], [-0.1898, 3.9225, 3.8546], [-0.3758, 4.5365, 4.5776], [-0.3148, 4.3905, 3.0536], [2.8902, 1.2595, -2.7684], [3.4592, 1.7475, -3.3014], [3.0382, 0.3825, -2.5784], [-0.6108, 1.1345, 3.4726], [-0.9548, 1.9315, 3.1316], [-1.3238, 0.5265, 3.4076], [-4.2318, -1.9995, 0.3806], [-3.3618, -2.0125, 0.7796], [-4.8178, -1.5185, 0.9636], [-2.2558, 1.4145, -2.3124], [-2.6288, 0.5655, -2.5334], [-1.3618, 1.4785, -2.7134], [1.0162, -3.6205, 2.3276], [1.0162, -4.2045, 3.0866], [1.8992, -3.5455, 2.0416], [-3.0178, -3.8555, 2.6856], [-3.6658, -4.0895, 2.0446], [-2.3878, -3.3445, 2.1996], [2.2012, -2.6775, -0.3814], [2.4612, -2.3105, -1.2064], [2.6642, -3.5085, -0.3584], [-2.1998, -4.4195, -1.1054], [-3.0408, -4.7425, -1.3804], [-2.1228, -3.5985, -1.5994], [-0.6568, -5.3205, 1.0186], [-0.0348, -4.6735, 1.4906], [-1.0818, -4.6595, 0.4586], [5.8312, 2.0225, 1.8466], [5.9172, 2.8595, 2.3326], [4.9542, 2.0175, 1.4536], [0.7562, -3.0765, -4.0064], [0.1582, -3.8145, -4.2314], [0.1402, -2.3855, -3.8064], [3.2162, 4.2715, -0.9354], [3.2882, 3.3165, -1.0164], [4.1092, 4.5355, -0.5824], [0.5962, -4.7215, -1.5714], [0.9772, -3.8475, -1.3314], [-0.3488, -4.6975, -1.4694], [-3.9968, -3.7065, -3.3444], [-3.4778, -2.9205, -3.1934], [-4.2888, -3.5585, -4.2104], [0.1102, 4.9775, -1.5014], [0.2642, 4.6745, -0.6124], [-0.7948, 4.8685, -1.7564]], "forces_ev_per_a": [[-0.951, 0.089, -1.137], [-2.326, -5.302, -1.719], [2.365, 4.266, -0.959], [-0.293, -0.193, 0.272], [3.548, 3.641, 2.543], [-5.320, -3.086, 1.977], [1.224, 0.603, -1.745], [-3.302, -4.381, -1.451], [-0.756, 7.271, 2.610], [1.201, -1.516, -0.709], [7.502, 2.138, 0.680], [-1.014, -3.278, -0.641], [-1.744, 0.091, 0.073], [-0.146, -0.247, -0.982], [0.348, 0.007, 0.468], [-0.070, 0.187, 0.343], [-1.936, -1.177, 2.686], [1.072, 0.884, -2.657], [0.948, 0.166, 0.080], [2.418, -0.594, 0.811], [-2.472, 0.539, -0.837], [0.113, 0.064, 0.193], [-0.843, -0.561, 1.704], [0.155, -0.285, -0.961], [0.779, 1.145, -0.884], [-2.265, 1.043, 1.015], [0.748, 1.464, -0.562], [1.199, -2.046, -0.217], [2.623, 1.352, 0.272], [-1.238, 0.279, -0.091], [-1.113, -1.952, 0.180], [-0.322, 1.309, -1.845], [-0.457, -0.501, 1.390], [0.785, -0.654, 0.641], [-0.332, 0.975, 1.045], [0.396, -2.345, -0.875], [-0.499, 1.474, -0.402], [-0.646, -1.520, 2.460], [0.252, 0.417, -0.592], [0.350, 1.335, -1.758], [1.650, -1.232, 0.862], [-0.921, 1.420, 1.204], [-0.657, -0.238, -1.905], [0.057, -0.747, -1.858], [-0.484, -0.378, 0.197], [0.330, 1.090, 1.684], [-0.575, 1.101, 0.411], [-0.078, -0.597, -0.922], [-0.071, 0.212, 0.242], [0.534, -0.705, 1.949], [0.055, -0.143, -0.427], [-0.434, 1.106, -1.175], [-3.492, 2.500, 1.342], [1.895, 0.317, -1.287], [1.539, -2.763, 0.087], [1.667, -0.859, 0.423], [-0.391, 1.871, -0.131], [-0.837, -1.184, 0.088], [-0.572, 0.049, -1.215], [0.376, -0.144, 0.393], [0.139, 0.000, 0.485], [1.254, 1.207, -0.176], [-0.205, -1.050, -0.448], [-1.022, -0.223, 0.279], [-1.667, 0.028, 0.591], [0.062, -0.124, 0.334], [1.859, 0.392, -0.299], [-0.366, -0.197, 1.473], [-0.745, -0.400, -0.781], [0.745, 0.173, -0.318], [-0.589, 0.162, 0.880], [0.469, 0.718, -1.285], [0.277, -0.807, 0.145], [0.515, 0.273, 0.039], [-1.018, -0.702, -0.300], [0.211, 0.321, 0.173], [1.225, 1.523, 1.069], [-0.995, -1.634, -0.766], [-0.568, -0.568, -0.208], [0.639, 0.511, 0.485], [-0.078, -0.628, -0.264], [-0.286, 0.009, -0.160], [0.037, -1.086, -0.711], [0.621, 0.229, 0.386], [-0.404, 0.896, 0.232], [1.815, 0.552, -0.077], [-0.052, -0.151, 0.073], [-1.352, -0.444, -0.461], [1.703, 0.469, -0.214], [-1.012, -0.997, -0.337], [-0.693, 0.041, 0.291], [0.281, -0.783, 1.660], [0.294, 0.557, 0.296], [-0.704, 0.030, -2.077], [0.976, 0.428, -1.071], [-0.196, -0.279, 0.359], [-0.739, -0.222, 0.322]], "homo_ev": -6.92, "de_lowest_kj_mol": 87.9, "total_charge": -1, "mol_weight_g_mol": 691.27, "lumo_ev": 1.32}